{"formula": "CHCsFMgO3", "method": "wB97M-V/def2-TZVPD", "homo_ha": [-0.5234, -0.6554], "multiplicity": 2, "lumo_energy_ev": [-6.70, -7.23], "charge": 2, "elements": ["Cs", "O", "H", "O", "O", "C", "F", "Mg"], "coordinates": [[1.609, -3.061, 4.101], [0.228, -0.473, -0.663], [1.114, -1.433, -0.620], [-0.328, 1.568, -1.196], [0.673, -1.123, 0.501], [-0.582, 0.590, -0.566], [-1.600, 0.434, 0.187], [-1.113, 3.496, -1.744]], "lowdin_charge": [0.987, -0.038, 0.313, -0.018, -0.034, -0.537, 0.278, 1.049]}


{"formula": "C3H7NO2", "method": "wB97M-V/def2-TZVPD", "smiles": "C=CO.NC=O", "homo_ha": -0.3294, "multiplicity": 1, "lumo_energy_ev": 0.81, "charge": 0, "elements": ["C", "C", "O", "H", "H", "H", "H", "N", "C", "O", "H", "H", "H"], "coordinates": [[-1.732, 2.978, -0.552], [-1.957, 2.511, 0.711], [-1.152, 1.521, 1.305], [-2.340, 3.803, -0.712], [-1.001, 2.581, -1.234], [-3.026, 2.627, 1.187], [-0.823, 1.045, 0.475], [1.491, -3.263, -0.099], [2.016, -2.123, -0.437], [1.294, -1.230, -0.910], [0.506, -3.366, 0.136], [1.982, -4.182, -0.290], [3.176, -2.187, -0.367]], "lowdin_charge": [-0.001, -0.258, -0.076, 0.016, 0.056, 0.142, 0.116, 0.082, -0.448, -0.028, 0.115, 0.136, 0.149]}


{"formula": "C4H9NO", "method": "wB97M-V/def2-TZVPD", "smiles": "C=CCN.C=O", "homo_ha": -0.3414, "multiplicity": 1, "lumo_energy_ev": 0.60, "charge": 0, "elements": ["C", "C", "C", "N", "H", "H", "H", "H", "H", "H", "H", "C", "O", "H", "H"], "coordinates": [[2.395, -0.639, -0.655], [1.173, -0.140, -0.570], [0.791, 0.869, 0.461], [0.295, 2.103, -0.174], [2.654, -1.371, -1.409], [3.178, -0.333, 0.027], [0.410, -0.463, -1.270], [0.043, 0.438, 1.145], [1.659, 1.113, 1.074], [-0.164, 2.694, 0.510], [-0.401, 1.867, -0.873], [-2.414, -0.908, 0.810], [-1.922, -1.493, -0.112], [-2.812, 0.119, 0.706], [-2.491, -1.365, 1.811]], "lowdin_charge": [0.003, -0.196, -0.307, -0.008, 0.051, 0.056, 0.092, 0.087, 0.104, 0.058, 0.056, -0.156, -0.006, 0.082, 0.082]}


{"formula": "C4H6O3Sm", "method": "wB97M-V/def2-TZVPD", "homo_ha": [-0.6763, -0.6773], "multiplicity": 7, "lumo_energy_ev": [-12.64, -11.81], "charge": 2, "elements": ["H", "C", "H", "H", "C", "O", "C", "O", "Sm", "O", "C", "H", "H", "H"], "coordinates": [[-4.389, -0.774, -0.264], [-4.216, 0.806, -0.561], [-3.984, 1.791, -0.991], [-4.607, 0.927, 0.461], [-3.672, -0.283, -1.105], [1.187, -1.665, -0.886], [1.725, -0.766, -0.172], [1.034, 0.214, 0.232], [-1.057, -0.707, -0.902], [3.002, -0.878, 0.100], [3.620, 0.151, 0.879], [3.545, 1.114, 0.362], [3.145, 0.215, 1.865], [4.667, -0.144, 0.982]], "lowdin_charge": [0.145, -0.031, 0.114, 0.128, -0.132, -0.064, -0.754, -0.042, 2.205, 0.068, 0.014, 0.114, 0.114, 0.121]}


{"formula": "C4H9NOS", "method": "wB97M-V/def2-TZVPD", "homo_ha": [-0.2103, -0.3075], "multiplicity": 3, "lumo_energy_ev": [0.85, -2.07], "charge": 0, "elements": ["C", "C", "C", "C", "N", "O", "S", "H", "H", "H", "H", "H", "H", "H", "H", "H"], "coordinates": [[0.849, -0.266, -0.166], [-0.231, -0.632, 0.851], [0.350, 0.445, -1.325], [0.076, -0.246, -2.445], [0.028, 1.827, -1.194], [-0.439, -0.777, 3.685], [-0.481, 0.405, 2.427], [1.644, 0.381, 0.342], [1.462, -1.158, -0.351], [-1.262, -0.723, 0.472], [0.115, -1.468, 1.369], [0.132, 2.180, -0.209], [-1.221, -1.088, 4.092], [0.231, -1.371, -2.493], [-0.403, 0.320, -3.359], [-0.850, 2.170, -1.697]], "lowdin_charge": [-0.253, -0.396, -0.502, 0.001, 0.063, -0.485, 0.855, 0.136, 0.120, 0.094, 0.025, 0.082, -0.021, 0.073, 0.088, 0.120]}


{"formula": "C4H6OS", "method": "wB97M-V/def2-TZVPD", "smiles": "C1OC[C@H]2S[C@@H]12", "homo_ha": -0.3213, "multiplicity": 1, "lumo_energy_ev": 0.94, "charge": 0, "elements": ["C", "O", "C", "C", "S", "C", "H", "H", "H", "H", "H", "H"], "coordinates": [[-0.740, -0.443, 0.948], [-0.676, -1.291, -0.114], [0.520, -0.923, -0.734], [0.597, 0.633, -0.756], [-0.950, 1.381, -1.244], [-0.511, 0.986, 0.256], [0.246, -0.579, 1.641], [-1.761, -0.237, 1.535], [0.514, -1.200, -1.735], [1.387, -1.135, -0.142], [1.504, 1.259, -0.697], [-0.129, 1.550, 1.042]], "lowdin_charge": [-0.232, -0.131, -0.225, -0.429, 0.967, -0.699, 0.164, 0.163, 0.105, 0.116, 0.119, 0.081]}


{"formula": "C20H70N10O15", "method": "wB97M-V/def2-TZVPD", "homo_ha": -0.3104, "multiplicity": 1, "lumo_energy_ev": -0.34, "charge": 0, "elements": ["C", "C", "O", "H", "H", "H", "H", "H", "H", "C", "C", "O", "H", "H", "H", "H", "H", "H", "C", "C", "O", "H", "H", "H", "H", "H", "H", "C", "C", "O", "H", "H", "H", "H", "H", "H", "C", "C", "O", "H", "H", "H", "H", "H", "H", "C", "O", "N", "N", "H", "H", "H", "H", "C", "O", "N", "N", "H", "H", "H", "H", "C", "O", "N", "N", "H", "H", "H", "H", "C", "O", "N", "N", "H", "H", "H", "H", "C", "O", "N", "N", "H", "H", "H", "H", "C", "O", "H", "H", "H", "H", "C", "O", "H", "H", "H", "H", "C", "O", "H", "H", "H", "H", "C", "O", "H", "H", "H", "H", "C", "O", "H", "H", "H", "H"], "coordinates": [[0.858, -3.972, 0.835], [1.096, -5.302, 1.396], [-0.098, -5.831, 1.803], [1.850, -3.456, 0.735], [0.215, -3.402, 1.482], [0.392, -4.077, -0.174], [1.735, -5.187, 2.298], [1.748, -5.943, 0.734], [0.004, -6.700, 2.209], [-0.156, -0.055, 0.430], [0.330, 0.102, -1.020], [1.717, 0.289, -0.968], [-1.247, -0.164, 0.512], [0.155, 0.856, 0.926], [0.254, -1.010, 0.819], [-0.171, 0.957, -1.527], [0.026, -0.760, -1.657], [2.101, -0.511, -1.276], [-2.449, -3.492, 2.858], [-2.165, -2.022, 2.630], [-2.914, -1.257, 3.534], [-2.225, -3.822, 3.859], [-1.993, -4.154, 2.094], [-3.530, -3.578, 2.803], [-2.488, -1.712, 1.603], [-1.077, -1.855, 2.693], [-3.029, -0.427, 3.070], [-3.997, 2.521, -2.747], [-3.901, 1.556, -1.524], [-4.171, 2.320, -0.345], [-4.936, 3.037, -2.781], [-3.812, 1.936, -3.609], [-3.219, 3.237, -2.629], [-2.897, 1.228, -1.525], [-4.485, 0.690, -1.698], [-4.402, 1.768, 0.411], [-2.188, -2.996, -1.091], [-2.941, -1.863, -1.745], [-2.172, -1.298, -2.787], [-1.971, -3.881, -1.718], [-2.696, -3.433, -0.235], [-1.172, -2.620, -0.861], [-3.169, -1.139, -1.024], [-3.925, -2.208, -2.042], [-2.793, -0.840, -3.351], [1.367, -2.700, -3.599], [1.951, -1.952, -2.602], [0.097, -2.899, -3.528], [1.935, -3.374, -4.499], [-0.465, -2.361, -2.900], [-0.340, -3.420, -4.325], [2.933, -3.156, -4.691], [1.383, -3.849, -5.284], [1.844, 2.904, 0.997], [0.861, 3.156, 0.061], [2.863, 2.142, 0.710], [1.778, 3.371, 2.209], [2.633, 1.401, -0.045], [3.601, 1.985, 1.420], [0.945, 3.948, 2.489], [2.467, 3.380, 2.941], [4.833, -2.111, 0.105], [5.688, -1.228, 0.808], [4.250, -1.706, -1.000], [4.556, -3.318, 0.504], [4.388, -0.696, -1.327], [3.458, -2.183, -1.389], [5.187, -3.637, 1.279], [4.001, -4.012, -0.033], [-3.066, 1.872, 3.940], [-3.199, 1.179, 5.112], [-3.821, 2.809, 3.492], [-2.156, 1.547, 3.061], [-4.672, 2.980, 4.014], [-3.432, 3.552, 2.902], [-1.373, 0.943, 3.398], [-1.970, 2.096, 2.269], [-1.707, 4.185, 1.750], [-0.568, 4.472, 2.503], [-2.895, 4.772, 1.838], [-1.660, 3.221, 0.894], [-2.911, 5.547, 2.506], [-3.682, 4.780, 1.248], [-0.705, 2.961, 0.549], [-2.446, 2.951, 0.287], [2.593, 0.192, -4.517], [2.953, 1.459, -5.139], [1.583, -0.142, -4.766], [2.578, 0.259, -3.442], [3.299, -0.598, -4.698], [3.744, 1.718, -4.698], [2.595, 3.281, -2.395], [3.706, 3.556, -1.525], [2.835, 3.215, -3.459], [1.827, 4.012, -2.197], [2.212, 2.305, -2.150], [3.512, 3.093, -0.716], [0.503, 2.036, 5.043], [0.683, 1.302, 3.819], [0.341, 1.433, 5.906], [-0.392, 2.650, 4.982], [1.400, 2.720, 5.170], [1.343, 1.797, 3.379], [-0.714, 1.811, -4.023], [-1.637, 2.371, -4.967], [-0.412, 2.516, -3.208], [0.177, 1.557, -4.593], [-0.951, 0.903, -3.542], [-1.121, 2.794, -5.652], [2.299, -1.216, 2.735], [3.217, -0.655, 3.596], [2.705, -2.186, 2.393], [2.241, -0.525, 1.917], [1.307, -1.378, 3.134], [3.531, -1.364, 4.150]], "lowdin_charge": [-0.095, -0.397, -0.053, 0.065, 0.055, 0.084, 0.118, 0.126, 0.102, -0.049, -0.279, -0.106, 0.061, 0.053, 0.066, 0.096, 0.083, 0.015, -0.081, -0.351, -0.063, 0.075, 0.055, 0.073, 0.098, 0.089, 0.032, -0.042, -0.277, -0.092, 0.073, 0.051, 0.066, 0.074, 0.095, 0.094, -0.078, -0.307, -0.085, 0.085, 0.078, 0.057, 0.068, 0.121, 0.092, -0.639, -0.133, 0.193, 0.177, 0.050, 0.152, 0.150, 0.170, -0.564, -0.108, 0.155, 0.167, 0.123, 0.157, 0.073, 0.124, -0.620, -0.168, 0.152, 0.140, 0.160, 0.044, 0.148, 0.126, -0.650, -0.101, 0.166, 0.166, 0.125, 0.043, 0.121, 0.027, -0.551, -0.100, 0.151, 0.159, 0.148, 0.117, 0.077, 0.103, -0.142, -0.111, 0.070, 0.045, 0.062, 0.050, -0.156, -0.121, 0.064, 0.069, 0.039, -0.010, -0.112, -0.142, 0.070, 0.063, 0.099, -0.004, -0.135, -0.115, 0.096, 0.065, 0.030, 0.075, -0.198, -0.093, 0.069, 0.052, 0.067, 0.077]}


{"formula": "C6H6F3N3", "method": "wB97M-V/def2-TZVPD", "homo_ha": [-0.2738, -0.2690], "multiplicity": 1, "lumo_energy_ev": [-0.66, -0.85], "charge": 0, "elements": ["C", "C", "C", "C", "C", "C", "N", "N", "N", "F", "F", "F", "H", "H", "H", "H", "H", "H"], "coordinates": [[-1.333, -0.722, 1.195], [-1.116, -0.428, -1.052], [0.365, 2.524, 0.358], [-0.264, 1.368, 0.367], [-0.773, -0.069, -2.289], [1.849, -1.185, 0.829], [-1.897, -1.760, 0.532], [-1.794, -1.572, -0.760], [-0.971, 0.322, 0.226], [3.030, -1.669, 0.975], [1.784, -0.505, -0.332], [1.729, -0.276, 1.849], [-1.479, -0.429, 2.217], [-0.197, 3.480, 0.514], [1.465, 2.560, 0.271], [-0.892, -0.654, -3.210], [-0.370, 0.934, -2.628], [0.864, -1.918, 0.940]], "lowdin_charge": [-0.159, -0.367, 0.077, -0.063, 0.072, -0.509, 0.005, -0.020, 0.036, 0.167, 0.090, 0.052, 0.098, 0.090, 0.083, 0.071, 0.080, 0.200]}


{"formula": "C3H3NOS3", "method": "wB97M-V/def2-TZVPD", "homo_ha": -0.3380, "multiplicity": 1, "lumo_energy_ev": -2.13, "charge": 0, "elements": ["C", "C", "C", "H", "H", "H", "N", "O", "S", "S", "S"], "coordinates": [[1.120, 0.872, -0.027], [-1.119, 0.094, -0.167], [-1.695, 1.462, 0.087], [-0.357, -2.361, 0.348], [0.600, 1.778, -0.117], [-3.036, 1.248, -0.009], [0.225, -0.226, -0.191], [-1.121, 2.660, 0.165], [0.952, -1.848, 0.123], [2.711, 0.626, -0.045], [-2.391, -0.961, -0.051]], "lowdin_charge": [-0.695, -0.772, -0.223, -0.143, 0.024, 0.149, -0.487, -0.050, 0.740, 0.697, 0.760]}


{"formula": "H3NOSSi", "method": "wB97M-V/def2-TZVPD", "homo_ha": [-0.3697, -0.3920], "multiplicity": 1, "lumo_energy_ev": [-2.01, -1.77], "charge": 0, "elements": ["N", "O", "Si", "S", "H", "H", "H"], "coordinates": [[0.103, -1.183, -0.548], [1.246, -0.384, 2.039], [-0.391, 0.437, -0.655], [0.845, -1.589, 1.283], [-1.200, 0.344, -1.835], [0.643, 1.335, -0.671], [-1.246, 1.041, 0.387]], "lowdin_charge": [-0.370, -0.598, 0.393, 0.849, -0.089, -0.109, -0.076]}


{"formula": "CBr3NO", "method": "wB97M-V/def2-TZVPD", "homo_ha": -0.3418, "multiplicity": 1, "lumo_energy_ev": -1.37, "charge": 0, "elements": ["C", "N", "O", "Br", "Br", "Br"], "coordinates": [[-0.568, 1.222, 0.685], [1.467, -1.504, 0.180], [1.954, -0.609, -0.343], [-0.096, 2.155, -0.887], [-2.357, 0.881, 0.883], [-0.399, -2.145, -0.519]], "lowdin_charge": [-1.123, -0.267, -0.027, 0.531, 0.572, 0.313]}


{"formula": "C10H13O3", "method": "wB97M-V/def2-TZVPD", "homo_ha": -0.1384, "multiplicity": 1, "lumo_energy_ev": 3.45, "charge": -1, "elements": ["C", "C", "C", "C", "C", "C", "C", "O", "H", "H", "H", "H", "H", "H", "H", "H", "C", "C", "C", "O", "O", "H", "H", "H", "H", "H"], "coordinates": [[2.698, 4.082, 0.822], [0.753, 0.498, -0.679], [0.057, 1.466, 0.101], [2.113, 0.728, -0.933], [0.729, 2.574, 0.564], [2.761, 1.862, -0.453], [2.079, 2.829, 0.268], [0.130, -0.546, -1.159], [-1.149, -0.690, -0.771], [-0.982, 1.311, 0.353], [2.616, -0.026, -1.528], [0.223, 3.325, 1.168], [3.685, 2.169, -0.904], [3.760, 4.178, 0.575], [2.694, 4.124, 1.915], [2.199, 4.956, 0.412], [-1.293, -2.976, -0.065], [-1.648, -4.305, 0.585], [-2.406, -1.945, 0.127], [-3.448, -2.208, 0.700], [-2.177, -0.756, -0.389], [-0.388, -2.528, 0.343], [-1.170, -3.082, -1.143], [-2.377, -4.854, -0.009], [-2.119, -4.142, 1.553], [-0.775, -4.943, 0.734]], "lowdin_charge": [-0.093, -0.413, -0.019, -0.046, -0.085, -0.091, -0.331, -0.116, 0.021, 0.097, 0.096, 0.100, 0.089, 0.062, 0.067, 0.063, -0.167, -0.118, -0.587, 0.028, 0.025, 0.111, 0.117, 0.067, 0.065, 0.060]}